C38H116N6O17 | ωB97M-V/def2-TZVPD

```
! wB97M-V def2-TZVPD RIJCOSX def2/J DEFGRID3
* xyz 0 1
O 2.5247 -1.6934 6.0560
H 2.0191 -2.3238 5.5734
H 2.0444 -0.8725 5.9926
O 4.0934 3.0619 -2.6051
H 4.6295 2.2569 -2.7100
H 3.2053 2.9650 -3.0070
O -2.4606 1.3641 1.9773
H -3.2204 1.9433 2.0369
H -1.8161 1.9919 1.6171
O 2.9088 4.2326 -0.2663
H 3.4989 4.8777 0.1318
H 3.4402 3.8127 -0.9703
C 3.2367 1.0076 -5.5907
C 3.2012 0.2582 -4.2297
C 2.7309 -1.1471 -4.3110
O 2.6070 -1.4615 -2.9516
C 2.2698 -2.8265 -2.7543
N 4.4874 0.3061 -3.5630
H 4.2736 0.8222 -6.0219
H 3.1331 2.0607 -5.3047
H 2.4691 0.6655 -6.2653
H 2.5535 0.7922 -3.5047
H 3.4962 -1.8367 -4.8299
H 1.7539 -1.2833 -4.8475
H 1.3124 -3.1156 -3.2332
H 2.2631 -2.9639 -1.6935
H 3.1313 -3.3506 -3.1696
H 4.4331 -0.2842 -2.7160
H 5.2123 -0.1392 -4.1427
C -1.7275 -3.2177 3.4640
C -0.5885 -2.4785 4.0935
C -1.0472 -1.1815 4.7602
O -0.0049 -0.2654 4.9896
C -0.4548 1.0683 5.3218
N 0.0912 -3.3479 5.1421
H -2.1882 -2.5881 2.7030
H -2.5525 -3.5133 4.1877
H -1.3704 -4.1017 2.9268
H 0.1991 -2.2408 3.3665
H -1.5454 -1.4199 5.7488
H -1.8266 -0.7767 4.1379
H 0.4395 1.5995 5.5123
H -0.9341 1.0344 6.2898
H -1.0515 1.5325 4.5547
H -0.3262 -3.3693 6.0769
H 0.2641 -4.2413 4.7453
C 4.9228 0.2600 3.9603
C 4.1270 0.5090 2.7000
C 4.1032 -0.6800 1.7377
O 3.1966 -0.5073 0.7068
C 3.4354 0.6080 -0.2325
N 2.7054 0.8128 3.2061
H 4.3620 -0.3807 4.6708
H 5.1828 1.2122 4.4971
H 5.9110 -0.2153 3.7551
H 4.4849 1.3435 2.1412
H 3.6190 -1.5207 2.2732
H 5.0891 -1.0241 1.4527
H 4.3639 0.4438 -0.6478
H 3.3008 1.5820 0.2563
H 2.6147 0.4567 -0.9636
H 2.4482 0.0923 3.8569
H 2.1076 0.7015 2.4059
C -1.8394 6.0208 2.3922
C -1.3377 4.7630 3.1156
C -0.2190 3.9740 2.3549
O -0.7957 3.3684 1.2416
C 0.1306 2.9025 0.2808
N -0.7984 5.0703 4.4229
H -1.0119 6.7434 2.2508
H -2.5639 6.4323 3.1054
H -2.3380 5.7310 1.4568
H -2.1767 4.0115 3.0703
H 0.3376 3.2694 2.9611
H 0.5460 4.7169 1.9881
H -0.5246 2.5190 -0.4915
H 0.7180 2.0777 0.6506
H 0.7935 3.6813 -0.0436
H -1.4748 4.8881 5.1353
H -0.0942 4.3720 4.6368
C 0.1596 1.8525 -4.8904
C 0.1351 2.9940 -3.8923
C -1.2534 2.9905 -3.2194
O -1.2750 4.0012 -2.2345
C -2.4105 4.1701 -1.4359
N 1.2316 2.9153 -2.9101
H 1.0129 1.8080 -5.5368
H -0.7604 1.7477 -5.4606
H 0.3259 0.9238 -4.2694
H 0.3231 3.9131 -4.4538
H -1.4329 2.0320 -2.8030
H -2.0517 3.1391 -3.9854
H -3.2566 4.6476 -1.9701
H -2.1443 4.8105 -0.5725
H -2.7700 3.2210 -0.9700
H 1.1877 2.0584 -2.4140
H 0.9472 3.6282 -2.2215
C 0.9312 -6.1138 1.8846
C 1.2645 -5.0388 0.8423
C 2.6061 -4.3586 1.2220
O 3.6447 -5.3061 1.2967
C 4.9608 -4.8186 1.3065
N 1.4003 -5.5499 -0.5182
H 1.5389 -7.0653 1.7028
H -0.1432 -6.3155 1.8455
H 1.1508 -5.6925 2.8628
H 0.5674 -4.2399 0.9478
H 2.4086 -3.8648 2.1511
H 2.7567 -3.5982 0.4642
H 4.9915 -4.0478 0.5652
H 5.7253 -5.5865 1.1904
H 5.1302 -4.3195 2.2581
H 1.2127 -6.5414 -0.5841
H 2.3970 -5.5194 -0.7612
C -0.2225 -1.0598 0.3440
C -0.7221 -0.8075 -1.0900
O 0.2021 0.0427 -1.7985
H -0.6417 -2.0101 0.6904
H -0.4072 -0.2156 0.9888
H 0.8510 -1.2664 0.3562
H -1.6529 -0.2483 -1.0251
H -0.9220 -1.7697 -1.5870
H 0.9368 -0.5821 -2.0284
C -5.3530 -0.4550 -3.5903
C -4.2204 -1.1748 -2.8529
O -2.9957 -1.1653 -3.5679
H -6.1826 -0.5468 -2.8609
H -5.5459 -0.9217 -4.5444
H -5.1485 0.6417 -3.6280
H -4.5614 -2.2304 -2.6088
H -4.0377 -0.7346 -1.8866
H -3.1012 -1.5154 -4.4533
C -2.3290 -5.8574 -1.3281
C -1.8052 -4.4254 -1.1880
O -0.5899 -4.2055 -1.8504
H -2.2417 -5.9913 -2.4130
H -3.3386 -6.0409 -0.9348
H -1.6202 -6.4977 -0.7730
H -1.6363 -4.0523 -0.1261
H -2.5543 -3.7833 -1.6576
H 0.1071 -4.8711 -1.6407
C 3.4106 5.5748 4.5482
C 3.0802 4.2761 3.8725
O 2.0995 3.4881 4.6159
H 2.5788 6.3003 4.4665
H 4.1914 6.0418 3.9692
H 3.6115 5.4007 5.6589
H 3.9994 3.6652 3.6993
H 2.6110 4.5626 2.9272
H 2.3291 2.5703 4.4119
C -1.0417 -3.3429 -5.4301
C -1.6439 -2.6351 -6.6153
O -3.0825 -2.4248 -6.3781
H -1.1132 -2.6796 -4.5568
H 0.0542 -3.5613 -5.5710
H -1.5702 -4.2365 -5.1086
H -1.4484 -3.1046 -7.5984
H -1.1984 -1.6533 -6.6899
H -3.4890 -1.9748 -7.1692
C -5.6828 4.1472 -0.1144
C -6.2710 4.3490 -1.4609
O -6.7324 3.0980 -2.0425
H -5.4305 5.0959 0.3098
H -4.8326 3.4347 -0.1711
H -6.4216 3.6972 0.5247
H -5.5665 4.7812 -2.1358
H -7.1534 4.9609 -1.3727
H -5.9435 2.6898 -2.3595
C -4.7372 -1.1762 2.0917
C -4.5335 -1.3360 0.6060
O -5.4686 -2.3181 0.0884
H -5.7584 -0.7945 2.2335
H -4.0274 -0.4181 2.4580
H -4.5553 -2.1386 2.6819
H -3.5580 -1.8140 0.4475
H -4.6207 -0.4307 -0.0257
H -4.9972 -3.0749 -0.2157
*
```

Summary:
LUMO in eV: 0.412
Highest occupied orbital energy in eV: -9.3
HOMO-LUMO gap in eV: 9.66

Results of the Löwdin charge analysis, in e, for atoms 1 through 2: -0.052 -0.029

=====

C30H42CeN10O5S2Se | ωB97M-V/def2-TZVPD

```
! wB97M-V def2-TZVPD RIJCOSX def2/J DEFGRID3
* xyz 2 1
Ce -0.4318 0.9647 -0.0501
C -1.0034 4.9715 0.7155
C -0.5517 4.3196 -0.5753
C -0.4710 5.2887 -1.7336
O 0.7488 3.6916 -0.3318
C -1.3569 3.0497 -0.9108
O -2.0254 2.5086 0.0294
O -1.0835 2.4565 -1.9705
H -0.2871 5.7389 1.0055
H -1.0816 4.2280 1.5067
H -1.9853 5.4248 0.5802
H 0.2668 6.0625 -1.5180
H -1.4353 5.7697 -1.8950
H -0.1940 4.7629 -2.6493
H 1.2893 3.8732 -1.1095
C 2.0068 1.9834 6.2615
C 0.7358 2.5970 5.6812
N 0.1268 1.7711 4.6313
C -0.6654 0.6172 5.0763
C 0.0041 -0.7280 4.7890
C 0.3184 2.0012 3.3307
C 1.2824 3.0841 2.9340
N -0.3013 1.3234 2.3894
H 2.4589 2.6705 6.9759
H 2.7358 1.7791 5.4749
H 1.7888 1.0482 6.7779
H 0.9379 3.5891 5.2894
H -0.0048 2.7145 6.4710
H -1.6605 0.6611 4.6220
H -0.8087 0.7226 6.1484
H 0.2408 -0.8470 3.7316
H -0.6591 -1.5395 5.0880
H 0.9300 -0.8192 5.3567
H 0.8857 4.0652 3.1969
H 1.4338 3.0550 1.8624
H 2.2399 2.9616 3.4395
H -0.9661 0.6579 2.7757
N -5.4929 -0.9470 -6.6502
C -4.4613 -1.0850 -5.7782
C -3.7301 0.0415 -5.3543
C -2.7129 -0.0915 -4.4402
C -2.4014 -1.3576 -3.9436
C -3.1193 -2.4838 -4.3365
C -4.1365 -2.3488 -5.2522
S -1.1694 -1.5077 -2.7228
O 0.1047 -1.0723 -3.2564
O -1.1753 -2.8472 -2.1981
N -1.5151 -0.4454 -1.5448
C -2.5700 -0.6847 -0.7248
S -4.0941 -1.3742 -1.1918
C -4.6587 -1.1618 0.4273
C -3.7108 -0.5840 1.1844
N -2.5169 -0.3281 0.5429
H -5.6255 -0.0785 -7.1356
H -5.9137 -1.7646 -7.0532
H -3.9838 1.0183 -5.7479
H -2.1566 0.7735 -4.0948
H -2.8652 -3.4481 -3.9157
H -4.7009 -3.2180 -5.5659
H -5.6525 -1.4695 0.7094
H -3.8098 -0.3428 2.2321
N 0.4998 -1.2466 0.4184
C 0.8537 -2.3470 0.2517
N 1.3697 -3.5276 0.2032
C 2.8269 -3.6971 0.3714
C 3.4092 -4.3451 -0.8797
C 2.6930 -5.6667 -1.1659
C 1.1904 -5.4292 -1.3317
C 0.6092 -4.7593 -0.0923
H 2.9894 -4.3411 1.2387
H 3.2772 -2.7249 0.5671
H 4.4786 -4.5028 -0.7355
H 3.2772 -3.6652 -1.7270
H 2.8622 -6.3539 -0.3313
H 3.1029 -6.1298 -2.0624
H 0.6669 -6.3710 -1.4973
H 1.0013 -4.7816 -2.1919
H 0.6958 -5.4151 0.7771
H -0.4300 -4.4995 -0.2510
Se 1.6884 0.9389 -3.3694
N 3.3953 0.8062 -3.0987
C 3.6206 0.8024 -1.7750
C 4.8480 0.6634 -1.0964
C 4.8125 0.7229 0.2724
C 3.5938 0.9243 0.9569
N 2.4253 1.0648 0.3645
C 2.4537 0.9877 -0.9781
N 1.3128 1.0935 -1.6693
H 5.7725 0.5225 -1.6417
H 5.7239 0.6270 0.8462
H 3.5902 0.9776 2.0404
*
```

Summary:
LUMO (spin up / spin down) in eV: -7.173 / -7.173
Highest occupied orbital energy (spin up / spin down) in eV: -12.3 / -12.3
HOMO-LUMO gap (spin up / spin down) in eV: 5.14 / 5.14

Results of the Löwdin charge analysis, in e, for atoms 1 through 2: 1.315 0.013